{
  "formula": "C12H24O17PtS2",
  "method": "ωB97M-V/def2-TZVPD",
  "symbols": ["Pt", "S", "O", "O", "O", "O", "S", "O", "O", "O", "O", "C", "C", "O", "C", "O", "O", "C", "H", "H", "H", "H", "H", "H", "H", "H", "C", "C", "O", "C", "O", "O", "C", "H", "H", "H", "H", "H", "H", "H", "H", "C", "C", "O", "C", "O", "O", "C", "H", "H", "H", "H", "H", "H", "H", "H"],
  "xyz": [[-0.9472, -0.4747, -0.7428], [-2.2581, 0.7601, -2.7924], [-1.2420, 1.3222, -1.8235], [-3.6009, 0.9692, -2.2876], [-2.0004, 1.2856, -4.1338], [-1.9041, -0.6781, -2.6717], [-1.5745, -3.0691, 0.2537], [-1.2960, -4.1223, -0.7117], [-0.3920, -2.1691, 0.4565], [-2.5813, -2.1335, -0.2973], [-2.0550, -3.6665, 1.5207], [1.4765, 3.4319, -0.4328], [2.5160, 2.3087, -0.6272], [2.7874, 1.6103, 0.5761], [1.8936, 0.6919, 0.9434], [0.8131, 0.5824, 0.4471], [2.3935, -0.0193, 1.9361], [1.4312, -0.8375, 2.6027], [1.5383, 4.1326, -1.2668], [1.5284, 3.9493, 0.5251], [0.4803, 2.9804, -0.4864], [3.4170, 2.8758, -0.8614], [2.1368, 1.6378, -1.3960], [0.6785, -0.2114, 3.0906], [1.9775, -1.3106, 3.4176], [0.8686, -1.5719, 2.0229], [-3.3790, -0.6014, 4.5652], [-2.5907, -0.3123, 3.3096], [-2.7664, 1.0804, 3.0136], [-2.4702, 1.4101, 1.7730], [-2.1174, 0.6400, 0.9384], [-2.5822, 2.7276, 1.6412], [-2.4701, 3.2987, 0.3392], [-2.9894, 0.0250, 5.3678], [-3.4001, -1.6484, 4.8516], [-4.3943, -0.2944, 4.2967], [-2.8220, -0.9316, 2.4368], [-1.5394, -0.6017, 3.4281], [-1.5659, 3.9045, 0.3222], [-3.3219, 3.9528, 0.1362], [-2.5212, 2.4903, -0.3954], [3.9137, -3.3993, -0.8051], [2.7264, -2.5084, -1.0790], [2.8607, -1.9102, -2.3846], [1.8664, -1.0828, -2.6667], [0.8796, -0.9385, -2.0156], [2.0931, -0.4804, -3.8253], [1.0532, 0.4518, -4.1889], [4.2305, -3.9651, -1.6822], [3.6717, -4.0946, -0.0025], [4.7587, -2.7830, -0.4889], [2.7084, -1.7124, -0.3309], [1.7636, -3.0210, -1.0349], [0.1257, -0.0844, -4.3871], [1.3870, 1.0193, -5.0506], [0.8061, 1.0955, -3.3431]],
  "forces_ev_per_angstrom": [[0.108, -1.063, -0.723], [-0.362, -0.033, -0.507], [0.638, 1.924, 0.289], [-0.411, 0.750, -0.197], [-0.192, 0.033, 0.098], [-0.199, -1.358, -1.257], [-3.004, -1.678, -0.077], [0.935, -0.310, -0.249], [1.918, 0.224, 0.817], [-0.940, 0.044, 0.487], [0.799, 0.615, 0.178], [-1.009, -0.965, -0.237], [-0.876, 1.903, 0.275], [0.914, -0.266, 0.236], [0.087, 0.461, -0.193], [0.062, 0.358, 0.584], [0.102, -0.242, -0.007], [-0.600, -0.266, 1.378], [0.122, 0.097, 0.093], [0.459, 0.037, -0.020], [0.026, 0.114, -0.015], [0.426, -0.881, -0.270], [0.396, -0.066, -0.124], [0.052, 0.235, -0.195], [0.142, -0.149, -0.179], [0.400, 0.123, -0.623], [-0.439, 0.598, -0.763], [0.748, -1.446, -0.331], [-0.051, -0.114, 1.068], [0.336, 0.473, -0.407], [-0.488, 0.128, 0.122], [-0.563, 0.641, 0.819], [-0.373, -0.451, -0.534], [-0.191, -0.083, 0.190], [0.251, -0.076, -0.127], [-0.134, -0.049, 0.562], [-0.698, 0.134, 0.139], [0.158, 0.699, 0.210], [0.139, -0.259, -0.275], [-0.067, -0.030, 0.437], [0.574, 0.301, -0.176], [0.272, 0.190, -0.133], [-0.400, -0.158, 0.233], [0.742, -0.115, 0.228], [-0.106, -0.158, -0.980], [0.397, 0.155, 0.371], [0.540, 0.279, -0.304], [-0.732, -0.117, 0.395], [-0.189, -0.054, -0.023], [-0.016, 0.006, 0.016], [0.088, -0.125, -0.008], [-0.200, 0.001, -0.057], [0.061, -0.046, 0.079], [0.051, 0.021, -0.186], [0.179, -0.114, -0.016], [0.119, 0.127, -0.111]],
  "e_tot_ev": -72557.406,
  "total_charge": -2,
  "multiplicity": 3,
  "s_squared": 2.003,
  "homo_lumo_gap_ev": [5.4, 5.5],
  "relative_energy_ev": 0.000
}